<a>
A cluster of 2 separate species, C4H11NS in total, computed with ωB97M-V with the def2-TZVPD basis set.

Structure (XYZ):
```
17
C4H11NS, DFT ωB97M-V with the def2-TZVPD basis set
C -2.60306 0.33355 -0.10604
C -1.89126 1.47239 -0.90538
S -0.08519 1.20473 -1.02007
H -2.85950 0.73078 0.87652
H -1.91307 -0.49895 -0.00296
H -3.51551 0.04936 -0.63529
H -2.02369 2.39197 -0.33677
H -2.29829 1.56694 -1.90570
C 1.38909 -1.13653 1.24955
C 2.42491 -1.19464 2.05515
N 1.38667 -1.76154 -0.08166
H 0.41257 -0.94041 1.64660
H 2.33048 -0.86874 3.08400
H 3.40193 -1.59871 1.85782
H 2.28629 -2.21250 -0.25022
H 0.74127 -2.54961 -0.14897
H 1.11254 -0.96201 -0.71172
```

As for the HOMO-LUMO gap: 0.2129 Ha. As for the total charge: 0.



<b>
The molecule C4H11NS, computed with ωB97M-V with the def2-TZVPD basis set.

Structure (XYZ):
```
17
C4H11NS, DFT ωB97M-V with the def2-TZVPD basis set
C 1.61464 1.56945 0.41467
N 1.68028 0.27027 1.10932
C 1.07168 -0.86961 0.42577
C -0.37099 -1.16353 0.80220
C -1.37842 -0.15133 0.30436
S -1.41709 0.04777 -1.51659
H 1.76114 1.34876 -0.63351
H 0.69855 2.12436 0.57412
H 2.52986 2.13081 0.63539
H 1.31058 0.38231 2.04552
H 1.17683 -0.64965 -0.63776
H 1.72784 -1.73067 0.57465
H -0.60104 -2.16354 0.42547
H -0.43960 -1.29760 1.89006
H -2.36919 -0.36287 0.68860
H -1.19666 0.87163 0.65559
H -2.35554 -0.88023 -1.73350
```

As for the SMILES: CNCCCS. As for the HOMO-LUMO gap: 0.3487 Ha. As for the total charge: 0.



Which one sits at the top of the stability order? <b> does.



<a>
A structure of composition C2H5N3OS, computed with ωB97M-V with the def2-TZVPD basis set.

Structure (XYZ):
```
12
C2H5N3OS, DFT ωB97M-V with the def2-TZVPD basis set
C 0.48803 -0.32564 0.01813
C 0.40021 1.20955 -0.43469
H -2.14324 -1.19149 1.15434
H -1.76963 0.50459 1.04215
H 2.42726 -0.05745 0.50309
H 1.85147 -1.93373 -0.14089
H -1.55280 0.51935 -1.33595
N -1.64453 -0.44274 0.49684
N -0.32978 -1.05661 0.60655
N 1.80748 -0.89333 -0.34865
O 1.38477 1.85386 -0.22133
S -0.91922 1.81366 -1.33960
```

As for the HOMO-LUMO gap: 0.3610 Ha. As for the total charge: 0.



<b>
The molecule C2H5N3OS, computed with ωB97M-V with the def2-TZVPD basis set.

Structure (XYZ):
```
12
C2H5N3OS, DFT ωB97M-V with the def2-TZVPD basis set
C 1.49402 -0.23227 0.02348
N 0.05354 -0.19106 0.13582
N -0.50128 -0.47291 1.25198
S 0.14104 -0.77510 2.76163
C -2.08793 -0.33003 1.22874
N -2.45375 -0.17687 -0.05737
O -2.67285 -0.53000 2.30720
H 2.06116 -0.03945 0.99634
H 1.78138 0.54082 -0.79275
H 1.90981 -1.29864 -0.26750
H -1.76466 -0.06288 -0.77046
H -3.29646 0.36548 -0.14675
```

As for the SMILES: C/N=[N+](\[S-])C(N)=O. As for the HOMO-LUMO gap (spin up / spin down): 0.2919 / 0.2921 Ha. As for the total charge: 0.



Which one sits at the top of the stability order? <b> does.